A structure of composition C30H23IN6OPbSe at a distorted geometry, computed with the ωB97M-V functional and the def2-TZVPD basis.

```
! wB97M-V def2-TZVPD RIJCOSX def2/J DEFGRID3
* xyz 0 1
Pb 0.5101 1.1609 0.4894
C -2.8213 1.8876 -2.7573
C -1.6291 1.4474 -1.9980
N -1.3878 1.9441 -0.7632
N -2.2235 2.8020 -0.2260
C -1.6860 3.3739 0.8571
O -0.4826 3.2472 1.2620
C -2.5763 4.2760 1.6148
C -3.7249 4.7794 1.0188
C -4.4402 5.8354 1.5739
C -4.0829 6.3225 2.8154
C -2.8700 5.9015 3.3736
C -2.1155 4.9050 2.7965
C -0.7068 0.4678 -2.5194
C -0.8400 0.1865 -3.9466
C -0.1306 -0.7943 -4.5356
C 0.8929 -1.5561 -3.7653
C 0.9500 -1.1336 -2.2367
N 0.3073 0.0100 -1.7786
H -3.4771 2.5504 -2.1873
H -2.5304 2.4402 -3.7099
H -3.4516 1.0203 -3.0187
H -3.9569 4.2774 0.0785
H -5.2455 6.2931 1.0381
H -4.7321 7.0686 3.3095
H -2.5235 6.2382 4.3317
H -1.1918 4.6029 3.2324
H -1.5768 0.7534 -4.5435
H -0.2971 -1.0810 -5.5655
H 1.9251 -1.5045 -4.0930
H 2.0249 -1.0896 -1.9672
I 3.5218 -3.9411 1.5085
C 2.8490 -4.9005 -0.3013
C 3.5840 -6.0222 -0.6524
C 3.8823 -6.3189 -1.9955
C 3.1864 -5.5310 -2.9263
C 2.2671 -4.5546 -2.6148
C 1.4998 -3.9684 -3.6011
C 0.4426 -2.9888 -3.3475
C 0.2880 -2.5492 -1.8636
C 0.9856 -3.3905 -0.8555
C 2.0732 -4.1750 -1.2211
H 4.0534 -6.6179 0.1097
H 4.5907 -7.1046 -2.3866
H 3.2615 -5.7824 -3.9734
H 1.7123 -4.2676 -4.6366
H -0.4980 -3.3056 -3.8559
H -0.8045 -2.4414 -1.5716
C 0.5242 -3.3582 0.4192
H 0.6034 -4.1776 1.1435
H -0.1747 -2.5816 0.6868
Se 4.0844 2.4676 3.4196
N 3.4224 1.8687 5.1259
C 2.2671 1.2815 4.8245
C 1.3936 0.6718 5.7595
C 0.1166 0.3162 5.3502
C -0.1980 0.3262 3.9484
N 0.6116 0.8348 3.0345
C 1.8570 1.2501 3.3322
N 2.7062 1.7279 2.4478
H 1.7528 0.7012 6.7809
H -0.6138 -0.0500 6.0795
H -1.1580 -0.0513 3.6528
*
```

Output
M, Da: 896.62
Total energy, eV: -121158.22950
HOMO-LUMO gap (spin up / spin down), eV: 2.08 / 1.81
Energy relative to the best compared isomer or geometry (same formula, charge and spin), kJ/mol: 214.85